Record 1
C22H36BNO6PPd as an isolated structure. Source: OMol25; level of theory: ωB97M-V/def2-TZVPD.

The geometry in XYZ format:
```
68
Properties=species:S:1:pos:R:3:lowdin_charge:R:1
Pd -1.123 -0.146 0.410 0.81
O -3.086 4.191 0.281 -0.03
C -2.723 3.002 0.300 -0.68
O -2.132 2.346 -0.585 -0.08
C -3.016 2.254 1.625 -0.18
C -3.757 2.902 2.605 -0.01
C -4.065 2.232 3.778 -0.06
C -3.646 0.922 3.929 -0.02
C -2.895 0.341 2.920 -0.18
N -2.562 1.007 1.810 0.10
C -2.436 -1.121 3.060 -0.65
O -2.930 -1.757 3.995 -0.01
O -1.603 -1.527 2.201 -0.11
H -4.073 3.914 2.403 0.11
H -4.639 2.721 4.557 0.10
H -3.881 0.320 4.795 0.11
C 1.747 -3.981 -1.949 -0.01
C 0.685 -2.924 -2.194 -0.48
C 0.855 -2.318 -3.582 -0.02
O 0.873 -1.863 -1.241 0.05
B -0.371 -1.414 -0.826 -0.73
O -1.379 -2.171 -1.421 0.08
C -0.777 -3.383 -1.904 -0.49
C -0.869 -4.408 -0.780 0.00
C -1.548 -3.863 -3.120 -0.01
H 2.731 -3.562 -2.165 0.09
H 1.590 -4.844 -2.600 0.09
H 1.736 -4.313 -0.913 0.09
H 1.841 -1.855 -3.646 0.09
H 0.103 -1.549 -3.763 0.09
H 0.778 -3.079 -4.360 0.09
H -0.351 -4.054 0.113 0.10
H -0.454 -5.373 -1.079 0.09
H -1.918 -4.541 -0.517 0.10
H -1.640 -3.075 -3.865 0.08
H -2.550 -4.161 -2.813 0.09
H -1.056 -4.727 -3.574 0.09
C 3.533 1.111 0.775 -0.11
C 2.319 0.253 0.412 -0.50
C 2.165 -0.853 1.464 -0.11
P 0.702 1.123 0.130 1.03
C 0.510 2.448 1.412 -0.50
C 1.345 3.721 1.267 -0.10
C 0.588 1.878 2.830 -0.11
C 0.797 2.031 -1.480 -0.51
C 0.211 1.178 -2.604 -0.12
C 2.163 2.577 -1.897 -0.12
H 4.412 0.464 0.843 0.08
H 3.402 1.577 1.751 0.06
H 3.750 1.890 0.050 0.05
H 2.498 -0.230 -0.554 0.10
H 2.148 -0.430 2.470 0.07
H 3.018 -1.534 1.403 0.08
H 1.249 -1.426 1.337 0.05
H -0.523 2.738 1.229 0.07
H 2.417 3.538 1.342 0.06
H 1.070 4.409 2.071 0.08
H 1.142 4.229 0.326 0.07
H 1.624 1.742 3.150 0.06
H 0.075 0.918 2.913 0.06
H 0.116 2.572 3.529 0.08
H 0.094 2.851 -1.310 0.10
H 0.822 0.289 -2.790 0.06
H 0.176 1.766 -3.525 0.08
H -0.805 0.876 -2.352 0.06
H 2.871 1.766 -2.088 0.07
H 2.600 3.248 -1.161 0.05
H 2.051 3.136 -2.830 0.08
```

* energy relative to the best compared isomer or geometry (same formula, charge and spin): 8.48 kcal per mole
* net charge: -1
* E_tot: -1860.4458 Eh
* gap between HOMO and LUMO: 7.31 eV

Record 2
C33H38BrN4Pd as an isolated structure. Source: OMol25; level of theory: ωB97M-V/def2-TZVPD.

The geometry in XYZ format:
```
77
Properties=species:S:1:pos:R:3:lowdin_charge:R:1
Pd 0.005 -0.327 -0.924 1.10
Br -3.612 3.694 4.209 1.13
C -3.098 2.850 2.689 -0.63
C -3.970 2.823 1.563 -0.04
C -3.586 2.198 0.415 0.04
C -2.318 1.568 0.337 -0.17
C -1.457 1.591 1.460 0.03
C -1.828 2.217 2.614 -0.05
N -1.841 0.905 -0.796 0.04
C -2.498 0.904 -1.913 0.01
C -1.983 0.232 -3.089 -0.25
C -2.699 0.228 -4.274 0.06
C -2.159 -0.435 -5.378 0.02
C -0.936 -1.056 -5.241 0.03
C -0.271 -1.002 -4.009 -0.07
N -0.778 -0.373 -2.963 -0.01
H -4.935 3.306 1.639 0.13
H -4.276 2.193 -0.416 0.13
H -0.491 1.108 1.385 0.10
H -1.174 2.246 3.476 0.12
H -3.451 1.416 -2.020 0.14
H -3.656 0.729 -4.337 0.14
H -2.693 -0.459 -6.318 0.14
H -0.478 -1.584 -6.065 0.14
H 0.695 -1.474 -3.882 0.13
C -2.455 -3.463 -0.554 -0.05
C -1.076 -2.919 -0.207 -0.40
C 0.025 -3.591 -1.022 -0.04
C -0.756 -2.890 1.277 -0.13
C -1.321 -3.828 2.119 0.00
C -1.007 -3.847 3.474 0.00
C -0.162 -2.891 4.000 0.00
C 0.440 -1.922 3.201 -0.11
C 1.250 -0.842 3.904 -0.39
C 0.410 -0.132 4.969 -0.05
C 2.531 -1.413 4.517 -0.04
C 0.175 -1.969 1.815 -0.15
N 0.818 -1.081 0.924 0.00
C 2.083 -0.792 1.044 -0.05
C 2.638 0.199 0.210 -0.21
C 3.960 0.720 0.179 0.04
C 3.946 1.711 -0.746 0.06
C 2.587 1.782 -1.295 -0.18
N 1.828 0.859 -0.726 0.05
C 2.172 2.814 -2.289 -0.54
C 3.109 2.725 -3.508 -0.01
C 2.355 4.185 -1.605 -0.01
C 0.725 2.659 -2.735 -0.05
H -2.667 -3.291 -1.610 0.09
H -3.239 -3.007 0.050 0.10
H -2.498 -4.543 -0.403 0.10
H -1.124 -1.823 -0.483 0.05
H 0.125 -4.632 -0.711 0.11
H 1.003 -3.124 -0.870 0.07
H -0.214 -3.587 -2.086 0.08
H -2.008 -4.565 1.729 0.12
H -1.445 -4.596 4.119 0.13
H 0.034 -2.893 5.064 0.13
H 1.532 -0.070 3.180 0.11
H 0.142 -0.795 5.790 0.09
H -0.521 0.254 4.545 0.06
H 0.971 0.699 5.396 0.09
H 2.296 -2.143 5.292 0.09
H 3.124 -0.622 4.976 0.10
H 3.155 -1.927 3.783 0.08
H 2.710 -1.309 1.763 0.14
H 4.786 0.392 0.791 0.14
H 4.766 2.346 -1.036 0.14
H 4.143 2.943 -3.246 0.09
H 2.798 3.463 -4.247 0.11
H 3.072 1.740 -3.977 0.10
H 3.379 4.343 -1.268 0.09
H 1.688 4.298 -0.749 0.10
H 2.123 4.970 -2.325 0.11
H 0.574 1.726 -3.277 0.06
H 0.473 3.478 -3.409 0.10
H 0.036 2.700 -1.888 0.07
```

* spin multiplicity: 5
* net charge: +3
* E_tot: -4200.1708 Eh
* gap between HOMO and LUMO (alpha / beta): 6.01 / 3.95 eV

Record 3
C10H13CoN2O2S as an isolated structure. Source: OMol25; level of theory: ωB97M-V/def2-TZVPD.

The geometry in XYZ format:
```
29
Properties=species:S:1:pos:R:3:lowdin_charge:R:1
Co -0.532 0.205 0.934 0.25
O 1.208 0.896 0.435 -0.22
N 2.289 0.283 0.887 -0.19
C 3.475 0.748 0.437 -0.03
C 4.661 0.204 0.845 -0.09
C 4.626 -0.861 1.752 -0.10
C 3.416 -1.323 2.196 -0.11
C 2.195 -0.761 1.767 -0.67
S 0.657 -1.291 2.260 0.69
H 3.380 1.569 -0.256 0.13
H 5.589 0.603 0.462 0.09
H 5.546 -1.316 2.099 0.10
H 3.352 -2.144 2.896 0.10
O -4.392 -0.867 2.482 -0.03
C -3.307 -0.569 2.050 -0.54
N -2.244 -0.279 1.634 0.02
C -2.967 1.173 -2.568 -0.12
C -2.499 0.394 -1.334 -0.53
C -2.232 -1.061 -1.712 -0.11
C -1.266 1.026 -0.699 -0.24
H -3.867 0.734 -3.012 0.06
H -2.183 1.179 -3.332 0.07
H -3.187 2.212 -2.311 0.06
H -3.311 0.403 -0.602 0.11
H -1.395 -1.118 -2.418 0.07
H -3.104 -1.524 -2.184 0.06
H -1.968 -1.641 -0.827 0.06
H -1.485 2.075 -0.441 0.05
H -0.454 1.053 -1.440 0.04
```

* spin multiplicity: 2
* energy relative to the best compared isomer or geometry (same formula, charge and spin): 0.00 kcal per mole
* net charge: -1
* E_tot: -2429.8377 Eh
* gap between HOMO and LUMO (alpha / beta): 7.12 / 7.04 eV